(1)
60
Properties=species:S:1:pos:R:3:forces:R:3 method="wB97M-V/def2-TZVPD" smiles="CCCCN(C(=O)CSc1nnc(Nc2ccccc2)s1)c1c(N)n(CCC)c(=O)[nH]c1=O" gap_ev=8.4694 e_lumo_ev=0.41 homo_energy_ha=-0.296 mol_weight_g_mol=489.63 multiplicity=1 total_energy_ev=-60461.059
C -2.416732 0.620796 4.686799 -0.080 -0.141 -0.084
C -3.136950 -0.264930 3.677328 0.029 0.177 -0.032
C -3.204223 0.347542 2.278131 0.218 -0.202 0.093
C -1.836563 0.574079 1.631128 -0.299 0.316 0.210
N -1.078027 -0.657484 1.460991 -0.550 -0.042 -0.329
C 0.007581 -0.872725 2.234326 0.199 -0.225 -0.047
O 0.426931 -0.061396 3.032809 0.031 0.043 0.260
C 0.722620 -2.197056 1.999799 0.475 0.166 -0.055
S 2.512446 -1.920015 2.096281 -0.029 -0.462 0.351
C 2.628458 -0.664891 0.920841 0.402 0.182 -0.201
N 1.683014 -0.284510 0.133052 0.096 -0.869 0.784
N 2.021877 0.720163 -0.678299 0.250 1.071 -0.921
C 3.244959 1.129974 -0.530753 0.189 -0.660 0.668
N 3.715639 2.146674 -1.282456 -0.163 0.452 -0.489
C 4.948991 2.787117 -1.330850 0.288 0.114 0.010
C 5.052103 3.895840 -2.173975 -0.009 -0.048 0.043
C 6.241864 4.585792 -2.283670 -0.038 -0.046 0.012
C 7.351145 4.183848 -1.556882 0.142 0.014 0.040
C 7.254712 3.083686 -0.723710 0.052 0.113 -0.063
C 6.066752 2.384247 -0.607368 -0.209 -0.103 0.027
S 4.126542 0.234556 0.708895 -0.874 0.095 -0.377
C -1.620117 -1.618998 0.569800 0.188 0.064 0.105
C -1.552833 -1.398212 -0.790222 0.024 0.068 0.630
N -0.894217 -0.315684 -1.273485 -0.157 -0.155 -0.236
N -2.195986 -2.241743 -1.663829 0.113 0.060 -0.107
C -2.275904 -1.948937 -3.086980 -0.121 0.203 -0.468
C -3.207023 -0.771906 -3.390240 -0.048 -0.170 0.098
C -4.626603 -1.040008 -2.905386 0.149 0.062 -0.107
C -2.862268 -3.382831 -1.228270 0.118 -0.005 0.157
O -3.423986 -4.134962 -1.990284 -0.217 -0.221 -0.172
N -2.812743 -3.605246 0.116676 -0.189 -0.338 0.302
C -2.234003 -2.800902 1.102776 0.012 0.203 -0.534
O -2.259037 -3.149448 2.266174 0.012 -0.106 0.206
H -2.843188 1.622736 4.693053 -0.032 0.151 0.060
H -2.514735 0.200897 5.685011 0.021 0.024 0.143
H -1.357367 0.690942 4.456585 0.100 0.071 0.020
H -4.161197 -0.438456 4.016835 0.003 -0.092 -0.009
H -2.642211 -1.235652 3.622625 -0.097 -0.031 0.009
H -3.796579 -0.308286 1.634026 -0.077 0.070 -0.070
H -3.710411 1.314637 2.326350 -0.071 0.028 -0.065
H -1.227107 1.231786 2.251048 -0.048 0.012 -0.146
H -1.973145 1.034058 0.647306 0.057 0.024 0.072
H 0.492189 -2.637822 1.032194 -0.052 0.010 0.130
H 0.475624 -2.895645 2.798675 0.003 0.000 -0.038
H 3.007150 2.535510 -1.892574 0.053 -0.135 0.130
H 4.188052 4.212563 -2.741452 -0.087 0.035 -0.053
H 6.303108 5.441674 -2.938861 -0.008 0.066 -0.054
H 8.281411 4.723625 -1.641002 0.083 0.043 -0.004
H 8.112514 2.759336 -0.154460 0.073 -0.031 0.052
H 6.022635 1.528247 0.044891 0.110 -0.017 0.021
H -0.657290 -0.301901 -2.251066 -0.015 0.011 0.034
H -0.159962 0.037984 -0.668076 -0.093 -0.105 -0.010
H -1.272249 -1.774390 -3.487553 -0.041 -0.091 0.045
H -2.676437 -2.853993 -3.550339 0.197 0.172 0.048
H -2.832302 0.140431 -2.922667 0.030 0.033 -0.108
H -3.210333 -0.622299 -4.471316 0.075 0.049 -0.020
H -4.999762 -1.974734 -3.315993 -0.096 -0.096 -0.013
H -4.656088 -1.109423 -1.820148 -0.075 -0.013 0.119
H -5.288949 -0.234770 -3.212287 -0.097 0.054 0.032
H -3.271789 -4.449488 0.440049 0.080 0.148 -0.095

---

(2)
18
Properties=species:S:1:pos:R:3:forces:R:3 method="wB97M-V/def2-TZVPD" smiles="C=CC.CSC" gap_ev=9.6200 e_lumo_ev=1.09 homo_energy_ha=-0.314 mol_weight_g_mol=104.22 multiplicity=1 total_energy_ev=-16213.298
C -0.279067 1.720644 -1.964473 -0.900 -0.716 -1.111
C -1.038801 0.624285 -1.964030 0.284 -0.228 0.681
C -2.219943 0.337719 -2.819281 -0.137 0.375 -0.706
H 0.781403 1.624479 -1.782293 -0.088 0.608 0.898
H -0.730660 2.571114 -2.465698 0.674 0.248 -0.211
H -0.754671 -0.209645 -1.325651 0.392 -0.237 -0.346
H -3.030681 -0.209379 -2.347763 -0.088 0.105 0.153
H -2.583971 1.192045 -3.396581 -0.184 0.282 0.538
H -1.847424 -0.281607 -3.637976 0.060 -0.452 0.131
C 1.851544 -0.649013 1.175416 -0.954 0.014 -0.445
S 0.194601 -0.505309 1.931054 1.198 -0.616 0.649
C 0.734067 -0.974516 3.609449 -0.675 -0.098 0.618
H 1.595527 -0.537097 0.121087 0.640 0.236 -0.112
H 2.319748 -1.621217 1.307823 -0.215 -0.125 0.146
H 2.506137 0.127632 1.559359 0.008 0.133 -0.223
H 0.181040 -0.333997 4.296037 0.226 0.043 0.136
H 0.518213 -1.999736 3.919317 -0.275 -0.076 -0.493
H 1.802939 -0.876410 3.784201 0.033 0.504 -0.303

---

(3)
44
Properties=species:S:1:pos:R:3:forces:R:3 method="wB97M-V/def2-TZVPD" gap_ev=9.2472 e_lumo_ev=0.09 homo_energy_ha=-0.337 mol_weight_g_mol=448.33 multiplicity=1 total_energy_ev=-67476.204
O 0.458692 -3.107155 -1.143475 0.051 -0.036 0.135
C -0.589735 -2.597018 -0.808790 0.197 0.035 -0.399
N -1.012721 -1.413943 -1.372587 0.039 0.379 -0.089
N -0.075071 -0.683666 -2.099712 -0.026 -0.626 -0.274
C 0.637902 0.340879 -1.571266 -0.526 -0.505 -0.088
N 0.438845 0.907527 -0.439354 -0.227 0.304 1.066
S -0.580113 0.453707 0.767504 0.576 0.261 -0.220
O -1.960742 0.522167 0.329131 -0.010 0.383 0.134
O -0.152731 -0.777744 1.375915 0.176 0.283 0.204
C -0.255786 1.810269 1.878677 -0.166 -0.355 -0.258
C -0.948610 2.994278 1.718911 -0.096 0.014 -0.014
C -0.672995 4.064075 2.552563 0.071 -0.057 0.039
C 0.299984 3.923016 3.533219 -0.052 -0.269 -0.197
Cl 0.649310 5.251597 4.573213 0.052 0.202 0.158
C 0.994611 2.731550 3.694504 -0.075 0.092 -0.048
C 0.710312 1.668110 2.855524 -0.003 -0.139 0.000
C 1.686986 0.898839 -2.446966 0.295 0.131 -0.293
C 2.787584 1.519245 -1.860927 -0.135 -0.089 0.019
C 3.794932 2.041712 -2.649744 0.014 0.007 0.030
C 3.709688 1.959366 -4.030406 -0.040 -0.009 -0.025
C 2.609103 1.358890 -4.619574 0.058 -0.009 -0.088
C 1.600600 0.827652 -3.835616 -0.031 -0.034 0.140
C -1.537121 -3.191372 0.163558 -0.181 -0.315 0.323
C -1.013649 -4.064048 1.112769 0.015 0.076 -0.141
C -1.835031 -4.616380 2.077431 0.036 0.015 -0.055
C -3.186257 -4.316365 2.099167 -0.082 0.096 -0.100
C -3.702800 -3.458992 1.139517 0.201 -0.080 0.067
Cl -5.390397 -3.091924 1.150926 -0.262 0.054 -0.004
C -2.894921 -2.888838 0.171534 0.162 -0.060 0.037
H -1.695873 -0.840012 -0.878477 0.024 -0.113 -0.310
H 0.373821 -1.249606 -2.812427 -0.108 0.223 0.143
H -1.702205 3.058760 0.950739 -0.115 0.109 -0.075
H -1.203197 4.997572 2.448550 -0.036 0.068 0.002
H 1.743170 2.643019 4.466029 0.046 0.000 0.059
H 1.217816 0.721427 2.949879 0.119 -0.082 0.090
H 2.831408 1.574634 -0.784940 0.038 0.030 0.106
H 4.648644 2.514753 -2.188442 0.064 0.028 0.051
H 4.496392 2.367253 -4.647120 0.061 0.038 -0.050
H 2.534740 1.305391 -5.695420 -0.018 0.002 -0.079
H 0.735214 0.386164 -4.306709 -0.086 -0.026 -0.047
H 0.041597 -4.284629 1.082487 0.094 -0.015 0.000
H -1.425474 -5.284650 2.819504 0.040 -0.049 0.061
H -3.836659 -4.741279 2.847791 -0.075 -0.020 0.040
H -3.329262 -2.234231 -0.567090 -0.081 0.056 -0.050

---

(4)
29
Properties=species:S:1:pos:R:3:forces:R:3 method="wB97M-V/def2-TZVPD" smiles="C[C@@H](Br)c1c(C(=O)[O-])cnn1C(C)(C)C" gap_ev=7.3564 e_lumo_ev=2.88 total_charge=-1 homo_energy_ha=-0.164 mol_weight_g_mol=274.14 multiplicity=1 total_energy_ev=-87714.144
C -2.821502 -0.733283 0.261923 1.850 -1.290 -1.126
C -1.826199 0.328843 -0.196505 2.269 -0.710 3.823
Br -2.639146 2.034281 -0.004569 -0.389 1.562 0.344
C -0.444525 0.155580 0.801886 -4.300 1.547 -3.820
C -0.463690 0.268117 2.162364 0.879 -0.765 -0.359
C -1.601309 0.636397 3.164004 0.702 -1.946 -0.104
O -1.153696 1.117904 4.209504 -0.124 0.735 0.395
O -2.739076 0.213368 2.871854 -0.038 0.679 0.043
C 0.926521 -0.001285 2.425677 -0.782 2.623 1.287
N 1.618521 0.025976 1.328060 2.994 -1.343 -0.814
N 0.812983 0.073846 0.259467 -1.711 -0.622 2.338
C 1.262879 -0.118644 -1.133070 0.370 1.461 0.279
C 0.927367 1.213066 -1.838916 1.718 -2.904 -1.729
C 0.700427 -1.329800 -1.802901 1.180 -0.946 1.671
C 2.751185 -0.251513 -1.030974 0.136 -0.219 0.911
H -3.569307 -0.436374 0.943523 -0.611 0.581 0.506
H -2.247547 -1.539880 0.733720 -0.158 0.242 0.230
H -3.175099 -1.198303 -0.625695 -1.068 -0.349 -0.927
H -1.620846 0.424772 -1.228159 0.617 -1.002 -0.948
H 1.464039 0.211921 3.377944 -0.611 -0.697 -0.784
H 0.130048 0.998276 -2.463121 -1.820 0.199 -1.351
H 0.704349 1.907967 -1.162859 -1.156 2.828 2.722
H 1.723198 1.609694 -2.439235 0.646 -0.088 -0.428
H 0.464185 -2.088180 -1.047203 -0.146 0.041 -0.379
H -0.045004 -1.167935 -2.487360 -2.424 0.494 -1.190
H 1.508302 -1.671135 -2.398825 0.757 -0.882 -0.627
H 3.010580 -1.022074 -0.334019 0.218 -0.870 0.050
H 3.396187 -0.255063 -1.886409 -0.333 -0.128 -0.920
H 2.946177 0.593462 -0.460105 1.335 1.770 0.906

---

(5)
14
Properties=species:S:1:pos:R:3:forces:R:3 method="wB97M-V/def2-TZVPD" smiles=SC[C@@H]1C[C@@H]1S gap_ev=9.4484 e_lumo_ev=0.36 homo_energy_ha=-0.334 mol_weight_g_mol=120.24 multiplicity=1 total_energy_ev=-25943.102
S -2.874113 -0.623848 -0.361610 -0.115 0.159 3.608
C -1.045924 -0.736558 0.007028 -0.573 -1.575 0.590
C -0.132554 0.412350 0.289826 -2.131 -1.244 4.936
C 0.405812 1.331083 -0.648559 1.791 -3.430 -0.012
C 1.426916 0.401416 0.165225 -1.918 0.753 2.738
S 1.948031 -1.253283 -0.283584 3.957 1.477 -1.110
H -3.363203 -0.825461 1.162462 1.147 0.555 -3.530
H -0.529675 -0.862958 -0.894195 -0.412 -2.327 -2.208
H -1.049055 -1.650240 0.719251 0.871 1.700 -1.254
H -0.319557 0.672745 1.364790 -0.126 1.034 -1.254
H 0.256962 1.148777 -1.672345 0.145 -0.857 -1.243
H 0.139691 2.257785 -0.454879 0.085 4.798 1.164
H 1.570435 0.743656 1.319556 1.058 -0.620 -3.374
H 3.566236 -1.015470 -0.712961 -3.779 -0.422 0.949